The following is a quantum chemistry calculation of a structure of composition C42H80CaF6NO34S2 at a distorted geometry, from the OMol25 dataset.

Each line ends with the Löwdin charge.
Cartesian coordinates (Å):
Ca  0.754  -2.200  -0.598  1.506
C  0.529  -0.891  3.558  -0.675
F  1.633  -0.200  3.593  0.167
F  0.825  -2.101  3.961  0.163
F  -0.306  -0.344  4.447  0.159
S  -0.355  -1.028  1.902  0.660
O  -0.186  -2.433  1.554  -0.385
O  -1.709  -0.547  2.088  -0.252
N  0.558  -0.158  0.831  -0.381
S  0.297  1.361  0.342  0.562
O  0.181  1.277  -1.053  -0.259
O  -0.532  2.103  1.187  -0.220
C  1.986  2.098  0.641  -0.649
F  2.230  1.836  1.916  0.133
F  2.920  1.368  -0.109  0.072
F  1.970  3.336  0.313  0.217
C  -3.724  0.895  -0.230  -0.052
C  -3.930  1.754  -1.481  -0.164
O  -3.046  2.858  -1.287  0.048
C  -2.278  3.123  -2.297  -0.647
O  -2.192  2.572  -3.382  0.087
O  -1.563  4.152  -1.917  0.014
C  -0.565  4.699  -2.814  -0.001
H  -4.587  0.235  -0.020  0.086
H  -3.690  1.533  0.683  0.090
H  -2.861  0.260  -0.285  0.042
H  -4.957  2.188  -1.495  0.144
H  -3.570  1.199  -2.355  0.113
H  -0.797  5.769  -2.925  0.107
H  -0.554  4.247  -3.802  0.079
H  0.347  4.578  -2.258  0.085
C  -5.189  -3.648  -1.092  -0.052
C  -3.727  -3.259  -0.999  -0.141
O  -3.389  -2.498  -2.263  0.040
C  -2.177  -1.970  -2.356  -0.574
O  -1.246  -2.233  -1.597  -0.069
O  -2.230  -1.112  -3.370  0.011
C  -0.994  -0.356  -3.686  0.024
H  -5.580  -3.750  -0.104  0.068
H  -5.382  -4.494  -1.722  0.074
H  -5.752  -2.794  -1.534  0.097
H  -3.140  -4.217  -1.084  0.118
H  -3.364  -2.628  -0.196  0.122
H  -0.644  0.165  -2.739  0.085
H  -1.381  0.355  -4.476  0.113
H  -0.285  -1.059  -4.105  0.082
C  4.694  -6.289  2.373  -0.061
C  3.474  -5.519  2.071  -0.197
O  3.719  -4.090  1.887  0.051
C  3.027  -3.439  0.955  -0.560
O  2.086  -3.878  0.291  -0.029
O  3.349  -2.157  0.892  -0.023
C  4.230  -1.572  1.869  0.009
H  4.421  -7.302  2.469  0.074
H  5.114  -5.925  3.293  0.082
H  5.413  -6.135  1.514  0.113
H  2.776  -5.650  2.893  0.129
H  2.978  -5.939  1.146  0.143
H  3.968  -0.504  1.903  0.093
H  5.260  -1.709  1.680  0.091
H  3.887  -2.051  2.876  0.117
C  -2.779  -7.912  -1.882  -0.082
C  -1.883  -7.833  -0.684  -0.227
O  -2.027  -6.531  -0.049  -0.019
C  -3.117  -6.246  0.774  -0.616
O  -3.237  -5.102  1.125  0.128
O  -3.843  -7.303  0.882  -0.018
C  -5.194  -7.134  1.516  0.051
H  -2.374  -7.357  -2.720  0.070
H  -3.747  -7.497  -1.701  0.061
H  -2.989  -8.964  -2.220  0.103
H  -0.774  -7.881  -0.971  0.138
H  -2.073  -8.732  -0.022  0.133
H  -5.139  -6.856  2.591  0.110
H  -5.601  -8.159  1.287  0.117
H  -5.685  -6.343  0.953  0.083
C  -2.948  3.669  3.612  -0.047
C  -4.075  2.868  4.221  -0.160
O  -4.419  3.444  5.535  0.017
C  -3.552  3.214  6.515  -0.562
O  -2.726  2.344  6.522  0.128
O  -3.895  4.056  7.562  -0.027
C  -3.061  4.049  8.673  -0.077
H  -2.735  3.355  2.618  0.055
H  -2.067  3.393  4.093  0.057
H  -3.234  4.740  3.577  0.088
H  -3.688  1.855  4.325  0.116
H  -4.999  2.854  3.662  0.121
H  -2.637  5.044  8.744  0.091
H  -2.268  3.303  8.458  0.094
H  -3.527  3.742  9.632  0.102
C  2.138  -5.329  -4.336  -0.028
C  1.928  -4.113  -3.376  -0.125
O  3.112  -3.272  -3.710  0.068
C  3.248  -2.239  -2.943  -0.618
O  2.297  -1.897  -2.163  -0.138
O  4.380  -1.689  -2.941  0.078
C  4.527  -0.479  -2.182  0.019
H  1.242  -5.916  -4.334  0.070
H  3.028  -5.835  -4.024  0.076
H  2.299  -4.951  -5.348  0.085
H  2.082  -4.508  -2.340  0.124
H  1.087  -3.418  -3.421  0.112
H  4.093  0.356  -2.695  0.100
H  5.629  -0.355  -2.049  0.126
H  4.211  -0.610  -1.197  0.049
C  4.613  6.670  -4.631  -0.056
C  3.865  5.916  -3.552  -0.209
O  3.351  4.685  -4.083  0.012
C  2.302  4.717  -4.909  -0.598
O  1.538  5.647  -5.049  0.113
O  2.394  3.607  -5.658  -0.008
C  1.257  3.343  -6.501  -0.016
H  5.061  7.496  -4.141  0.067
H  3.888  7.000  -5.405  0.094
H  5.359  6.055  -5.124  0.081
H  3.011  6.489  -3.181  0.120
H  4.492  5.706  -2.654  0.134
H  0.461  4.065  -6.319  0.093
H  1.020  2.304  -6.189  0.077
H  1.557  3.262  -7.573  0.109
C  7.002  0.641  -7.076  -0.049
C  5.616  1.322  -6.996  -0.113
O  4.869  0.663  -5.850  0.036
C  3.689  0.105  -5.989  -0.575
O  3.068  -0.375  -5.077  0.131
O  3.212  0.221  -7.271  -0.053
C  1.847  -0.174  -7.554  -0.033
H  6.839  -0.436  -7.187  0.085
H  7.571  0.817  -6.162  0.078
H  7.663  0.917  -7.849  0.059
H  5.088  1.214  -7.920  0.103
H  5.583  2.354  -6.614  0.129
H  1.662  -1.245  -7.394  0.096
H  1.782  0.109  -8.614  0.099
H  1.038  0.435  -7.060  0.085
C  2.691  -4.988  7.075  -0.061
C  1.798  -3.959  6.499  -0.250
O  2.156  -2.617  6.782  0.030
C  3.198  -2.111  6.062  -0.542
O  3.731  -2.788  5.201  0.091
O  3.382  -0.822  6.436  0.006
C  4.367  -0.123  5.690  -0.034
H  2.623  -5.024  8.178  0.099
H  3.709  -4.817  6.804  0.070
H  2.401  -5.924  6.713  0.062
H  0.782  -4.044  6.840  0.125
H  1.722  -4.109  5.390  0.121
H  4.494  0.784  6.277  0.108
H  4.106  -0.069  4.607  0.091
H  5.260  -0.706  5.710  0.083
C  -6.622  8.176  1.161  -0.064
C  -5.309  8.373  1.883  -0.219
O  -5.537  8.517  3.296  0.029
C  -5.513  7.298  3.923  -0.511
O  -5.326  6.207  3.442  0.114
O  -5.976  7.498  5.212  -0.012
C  -6.006  6.388  6.099  -0.042
H  -6.461  7.961  0.102  0.084
H  -7.158  9.133  1.140  0.082
H  -7.169  7.416  1.665  0.069
H  -4.911  9.344  1.598  0.128
H  -4.775  7.479  1.662  0.103
H  -5.888  6.711  7.118  0.090
H  -5.241  5.676  5.874  0.057
H  -6.973  5.902  6.077  0.098

Force components x, y, z for each atom (eV/Å):
0.2 0.3 0.0
-1.3 0.3 1.2
1.0 0.8 -0.8
0.1 -1.3 0.1
-0.1 -0.1 -0.4
-1.0 2.4 -0.4
0.4 0.5 -0.3
1.7 -0.5 -0.1
-0.9 -2.0 1.2
2.1 -1.3 1.2
-0.6 0.4 -2.4
-1.6 1.1 0.9
-0.7 -3.9 -0.8
0.8 1.0 0.2
-0.9 1.4 0.8
0.7 1.3 0.0
-1.7 0.3 0.9
-0.1 -0.6 1.4
-1.0 -0.6 0.3
1.2 0.5 -1.6
-0.3 -0.1 0.6
1.0 1.1 -0.4
-0.8 0.6 0.4
0.2 0.1 -0.4
0.3 -0.3 -0.7
0.7 -0.1 0.0
0.7 -0.6 -0.5
-0.9 0.3 -0.1
0.2 -0.4 0.1
-0.1 -0.3 0.2
0.7 0.0 -0.2
-0.1 2.4 -0.4
1.3 -1.5 -2.0
0.4 -0.2 0.9
-2.3 0.2 -0.6
0.1 0.3 -0.6
1.5 -0.3 0.8
-1.3 0.8 0.3
-0.3 -0.5 0.7
0.1 -0.5 -0.1
0.3 -0.5 0.3
-0.2 1.3 0.5
-0.4 -0.2 0.4
-0.3 -0.5 -1.5
0.8 -0.6 1.2
0.3 0.0 0.0
1.6 1.8 -1.4
-2.0 -0.6 -1.3
-0.2 -0.3 -1.0
-0.3 -0.4 1.4
1.2 0.0 0.2
-0.2 -0.2 -1.0
-2.4 -0.2 2.9
-0.2 -1.3 0.1
0.5 0.0 0.4
-0.4 -0.5 1.1
-0.3 0.4 0.0
0.5 0.7 0.9
0.1 -0.4 -0.2
0.9 -0.5 -0.4
1.2 1.1 -1.5
-0.1 -1.2 -1.1
1.2 -0.8 0.5
-0.2 -0.4 0.8
2.7 1.1 -2.4
-0.8 -0.8 0.8
-2.2 -0.5 1.7
0.9 -1.0 -0.7
0.2 0.1 -0.2
-0.7 0.3 0.4
0.5 0.9 0.3
-1.6 0.1 0.4
0.2 1.4 -0.2
0.2 -0.5 -0.8
0.0 1.4 0.7
-0.2 -0.1 0.1
-2.0 1.0 -0.5
0.7 -0.1 0.5
0.2 0.0 -0.6
-1.3 0.0 0.8
0.5 0.4 0.3
-0.8 -0.8 -2.0
1.7 -1.0 0.7
-0.3 -0.3 -1.2
1.6 0.3 1.3
0.6 -0.6 0.2
-0.4 -0.2 0.4
-0.2 0.3 0.0
0.1 0.1 0.3
-0.1 0.6 0.5
-0.3 0.3 -0.8
-1.0 2.4 0.0
2.0 -1.0 -0.2
0.0 -0.6 0.1
-3.6 0.1 2.3
1.6 0.0 -1.3
1.6 0.5 -0.5
2.5 0.0 -0.4
-0.3 -0.7 0.1
0.3 -0.6 0.2
-0.1 -0.1 0.1
-0.3 0.7 -0.6
-0.3 -0.7 -0.4
-0.3 0.3 -0.2
-0.8 0.0 -0.7
-1.2 -0.2 1.4
-1.2 -0.6 -0.5
-0.5 0.3 0.4
0.3 -0.7 0.4
1.1 1.2 -0.6
0.1 -1.0 0.3
-0.6 0.6 0.0
0.4 -1.6 -0.1
0.6 1.1 0.1
0.5 0.0 0.5
0.2 -0.1 0.2
0.1 0.2 -0.1
-0.4 -0.4 -0.9
0.1 -0.2 -0.2
-0.6 0.8 -0.3
-0.1 0.6 0.8
-1.2 -0.4 1.6
0.4 -0.2 1.5
0.8 -0.1 -0.8
-0.9 0.7 -1.2
-0.1 -0.2 0.0
-0.3 -0.2 1.1
-0.3 0.7 -0.4
0.0 0.1 0.1
-0.2 -0.1 0.1
0.2 0.8 -1.3
-0.5 0.0 -0.3
0.5 -0.3 -0.7
0.2 0.4 0.0
-0.2 -0.6 0.2
1.2 -0.6 0.1
0.3 0.8 1.9
-0.8 0.0 -1.9
1.2 1.3 0.0
-1.7 -1.0 0.3
0.5 1.6 0.4
-0.6 -1.9 -0.6
0.0 -0.3 -0.4
0.1 0.1 -0.4
0.7 0.1 -0.2
-0.5 -1.6 -0.6
-0.4 0.0 0.5
0.3 0.3 0.8
0.0 0.3 -0.8
-0.2 0.6 0.9
0.9 -0.3 0.1
0.1 1.6 -0.5
-1.2 0.8 -0.4
0.5 -2.1 0.8
-2.1 0.4 1.5
0.5 0.9 0.0
1.0 0.7 -1.5
-0.3 -0.4 -0.1
0.1 -0.4 0.1
-0.3 -0.3 0.3
-0.7 -0.7 0.1
0.7 -0.4 -0.2
1.4 -0.2 0.1
0.3 0.7 0.2
0.4 -0.4 -0.2
-0.3 -0.2 -0.4

Properties
* orbital gap: 9.80 eV
* calculated total energy: -172367.0807 eV
* net charge: +1
* multiplicity: 1